No. 1
This record from the Open Molecules 2025 dataset describes 2 unconnected molecules or ions with the total composition C5H9NO in a non-equilibrium geometry. The level of theory is ωB97M-V with the def2-TZVPD basis set.

Structure (XYZ):
```
16
Properties=species:S:1:pos:R:3:mulliken_charge:R:1
C -0.32 -0.07 0.11 1.009
C 0.69 0.11 -0.68 -0.147
C -1.29 -1.23 0.00 -1.135
C -0.62 0.84 1.28 -1.405
C 1.60 0.02 -1.73 -0.933
N -0.92 -1.69 -2.95 0.049
O 0.20 -1.73 -3.36 -0.232
H -1.47 -1.48 -1.05 0.403
H -2.23 -0.99 0.49 0.328
H -0.85 -2.11 0.48 0.280
H -1.59 1.31 1.14 0.334
H 0.14 1.61 1.38 0.368
H -0.65 0.25 2.20 0.339
H 1.67 0.94 -2.32 0.289
H 2.60 -0.29 -1.40 0.300
H 1.24 -0.77 -2.48 0.155
```

Total energy   -325.6972 Eh
Relative energy (zero: lowest compared OMol25 entry of this formula, charge and spin)   6.540 eV
Total charge   0
Spin multiplicity   1
Molecular weight   99.1 g mol⁻¹
Frontier orbital gap (spin up / spin down)   6.64 / 8.02 eV

***

No. 2
This record from the Open Molecules 2025 dataset describes a molecular structure, C5H9NO. The level of theory is ωB97M-V with the def2-TZVPD basis set.

Structure (XYZ):
```
16
Properties=species:S:1:pos:R:3:mulliken_charge:R:1
O 0.62 2.16 -1.71 -0.547
C 0.40 0.84 -1.29 0.017
C 1.27 0.24 -0.16 -0.634
C -0.01 -0.36 0.42 0.156
C -0.92 -1.94 1.12 -0.639
N -0.20 -0.89 1.65 -0.146
C -0.88 0.51 -0.49 -0.626
H 0.50 2.75 -0.95 0.326
H 0.48 0.24 -2.20 0.356
H 1.68 1.04 0.50 0.254
H 2.10 -0.41 -0.45 0.246
H -0.45 -2.71 0.53 0.253
H -1.90 -2.18 1.56 0.291
H 0.27 -0.74 2.53 0.213
H -1.68 0.03 -1.04 0.247
H -1.29 1.41 0.00 0.234
```

Total energy   -325.7577 Eh
Relative energy (zero: lowest compared OMol25 entry of this formula, charge and spin)   4.893 eV
Total charge   0
Spin multiplicity   1
Molecular weight   99.1 g mol⁻¹
Frontier orbital gap   8.80 eV